6
Properties=species:S:1:pos:R:3:nbo_charge:R:1 method="wB97M-V/def2-TZVPD" de_lowest_ev=2.271 total_charge=0 orbital_gap_ev="6.3 / 6.3" spin_multiplicity=1 lumo_energy_ev="-2.37 / -2.37" largest_force_ev_per_a=3.15
N 0.202 -0.108 0.899 -1.158
P -0.678 0.997 0.034 1.192
Cl -1.287 -1.518 -2.019 -0.728
Cl 0.748 1.608 -1.095 -0.195
H 0.028 -0.350 1.859 0.431
H 0.987 -0.629 0.322 0.457